1.
Formula: C5H14
Source: OMol25
Level of theory: ωB97M-V with the def2-TZVPD basis set

The SMILES is CCC.CC. For the energy above the lowest of the compared OMol25 structures with the same formula, charge and spin, the calculation gives 10.9 kcal per mole. As for the LUMO energy: 0.038 hartree. The gap between HOMO and LUMO comes out at 12.5 eV. The net charge is 0. The total energy is -198.87178 hartree.

Structure (XYZ):
```
19
Properties=species:S:1:pos:R:3:forces:R:3
C 1.028633 0.795286 3.020872 -0.342 1.185 0.661
C -0.473980 1.006028 2.955666 -1.223 0.164 -0.052
H 1.476208 1.043136 2.063265 0.305 -0.326 0.049
H 1.430302 1.454425 3.787330 0.185 0.599 -0.246
H 1.350173 -0.133161 3.428821 -0.007 -1.223 -0.315
H -0.755008 1.729246 2.192002 0.226 -0.060 -0.370
H -1.084879 0.119646 2.766789 0.346 -0.154 -0.178
H -0.952076 1.458373 3.827625 0.507 -0.190 0.435
C -0.587541 -0.990389 -1.821989 0.197 0.193 0.028
C 0.600814 -1.637881 -2.531830 0.062 0.202 1.136
C -0.712575 0.509424 -2.143418 0.403 -0.424 0.076
H -1.485773 -1.531562 -2.125396 -0.136 0.147 0.153
H -0.477805 -1.120309 -0.745469 -0.019 -0.135 0.051
H 0.666965 -2.679192 -2.213761 -0.099 -0.203 -0.600
H -0.858551 1.141081 -1.266571 -0.763 -0.154 -0.056
H 0.229021 0.891266 -2.512427 0.408 -0.049 -0.427
H -1.447070 0.625043 -2.933017 -0.230 0.543 0.134
H 0.528992 -1.483634 -3.603132 0.150 -0.319 -0.165
H 1.524143 -1.196832 -2.145359 0.029 0.202 -0.314
```
Positions in Å, forces in eV/Å.

Calculated atomic charges, method Mulliken, unit e: -0.83 -0.85 0.24 0.29 0.30 0.25 0.26 0.33 -0.15 -1.20 -1.01 0.29 0.21 0.34 0.26 0.32 0.29 0.33 0.32

***

2.
Formula: CH6OSi
Source: OMol25
Level of theory: ωB97M-V with the def2-TZVPD basis set

The SMILES is OC[SiH3]. For the energy above the lowest of the compared OMol25 structures with the same formula, charge and spin, the calculation gives 54.8 kcal per mole. As for the LUMO energy: 0.035 hartree. The gap between HOMO and LUMO comes out at 11.3 eV. The net charge is 0. The total energy is -406.35996 hartree.

Structure (XYZ):
```
9
Properties=species:S:1:pos:R:3:forces:R:3
C 0.028936 0.638921 0.717620 -1.690 3.189 -1.539
O -1.500101 0.759577 0.498568 2.419 -0.585 0.079
Si 0.651988 -0.538668 -0.711277 -0.846 -0.023 1.384
H 0.114480 0.300071 1.721720 0.571 -0.529 0.734
H 0.308320 1.785450 0.720047 -0.074 -2.461 -0.219
H -1.735652 -0.167686 0.428619 -0.663 -0.164 -0.006
H -0.031483 -0.253835 -1.926527 -0.920 0.404 -0.732
H 1.980027 -0.665399 -1.249527 1.082 0.120 0.442
H 0.183483 -1.858432 -0.199243 0.120 0.048 -0.144
```
Positions in Å, forces in eV/Å.

Calculated atomic charges, method Mulliken, unit e: -0.43 -0.50 0.49 0.30 0.23 0.29 -0.10 -0.16 -0.11

***

3.
Formula: C2H7PS2
Source: OMol25
Level of theory: ωB97M-V with the def2-TZVPD basis set

The SMILES is S=[PH2]S.C=C. For the energy above the lowest of the compared OMol25 structures with the same formula, charge and spin, the calculation gives 40.8 kcal per mole. As for the LUMO energy: 0.020 hartree. The gap between HOMO and LUMO comes out at 9.4 eV. The net charge is 0. The total energy is -1218.07005 hartree.

Structure (XYZ):
```
12
Properties=species:S:1:pos:R:3:forces:R:3
C -1.456318 0.211563 0.571352 -0.963 1.131 0.692
C -1.602946 -0.447233 -0.559039 0.343 1.362 -2.402
P 1.464622 -0.132085 0.450868 1.268 -1.374 0.534
S 1.827391 1.598031 -0.580460 -0.057 0.980 -0.251
S 1.455269 -1.684881 -0.692213 -0.382 -0.354 -0.222
H 2.647968 -0.260980 1.246773 -0.788 0.505 0.181
H -1.642844 -0.151438 1.571353 -0.079 -0.906 -0.058
H -1.235757 1.269756 0.676098 -0.081 0.151 -0.765
H -1.781226 -1.486763 -0.622725 -0.330 -0.924 0.236
H -1.496063 0.036012 -1.610493 -0.040 -0.619 2.130
H 0.312964 0.061511 1.277913 1.125 0.024 -0.048
H 1.506938 0.986503 -1.729423 -0.015 0.022 -0.026
```
Positions in Å, forces in eV/Å.

Calculated atomic charges, method Mulliken, unit e: -0.78 -0.43 0.22 -0.23 -0.38 0.09 0.31 0.39 0.28 0.22 0.12 0.20